{
  "formula": "C50H56ClIN6O3PPb",
  "method": "ωB97M-V/def2-TZVPD",
  "e_lumo_ev": -7.76,
  "spin_multiplicity": 1,
  "e_above_lowest_kcal_mol": 16.6,
  "total_charge": 3,
  "energy_ev": -102979.89569,
  "gap_ev": 6.0312,
  "fmax_ev_per_a": 4.87,
  "species": ["Pb", "Cl", "C", "C", "C", "I", "C", "O", "C", "N", "C", "C", "C", "C", "H", "H", "H", "H", "N", "C", "C", "C", "C", "C", "N", "C", "C", "C", "C", "C", "N", "H", "H", "H", "H", "H", "H", "H", "H", "H", "O", "C", "O", "C", "C", "C", "C", "C", "C", "N", "C", "C", "C", "C", "C", "C", "N", "H", "H", "H", "H", "H", "H", "H", "H", "H", "H", "C", "C", "C", "C", "C", "C", "P", "C", "C", "C", "C", "C", "C", "C", "C", "C", "C", "C", "C", "H", "H", "H", "H", "H", "H", "H", "H", "H", "H", "H", "H", "H", "H", "H", "H", "H", "H", "H", "H", "H", "H", "H", "H", "H", "H", "H", "H", "H", "H", "H", "H", "H"],
  "coordinates": [[-2.7147, -1.1108, -0.6346], [-7.7999, -0.1995, -5.7088], [-6.8962, -0.2669, -4.2410], [-7.4627, 0.1495, -3.0753], [-6.7351, 0.1237, -1.8680], [-7.6032, 0.8186, -0.1074], [-5.4359, -0.3335, -1.8064], [-4.7280, -0.3474, -0.6665], [-4.8589, -0.7822, -3.0271], [-3.5742, -1.2354, -2.9622], [-2.9672, -1.6273, -4.0642], [-3.5876, -1.6094, -5.3180], [-4.8830, -1.1729, -5.4068], [-5.5673, -0.7412, -4.2496], [-8.4833, 0.5122, -3.0831], [-1.9427, -1.9850, -3.9615], [-3.0469, -1.9390, -6.1952], [-5.3960, -1.1491, -6.3616], [0.2396, 1.8728, -0.2296], [-1.0196, 2.5166, -0.4762], [-1.0014, 3.8811, -0.7098], [-2.2002, 4.5383, -0.9394], [-3.3661, 3.8010, -0.9350], [-3.2817, 2.4353, -0.7236], [-2.1289, 1.7772, -0.5005], [0.4999, 1.4121, 1.0427], [-0.1970, 1.8947, 2.1434], [0.1939, 1.5515, 3.4115], [1.2295, 0.6266, 3.5715], [1.8749, 0.1613, 2.4717], [1.5525, 0.5546, 1.1990], [1.0024, 2.4280, -0.5929], [-0.0622, 4.4259, -0.6901], [-2.2142, 5.6098, -1.1064], [-4.3322, 4.2655, -1.0962], [-4.1756, 1.8147, -0.7624], [-0.9940, 2.6172, 1.9948], [-0.2677, 2.0425, 4.2618], [1.5441, 0.2847, 4.5489], [2.6711, -0.5545, 2.5801], [-2.3447, 3.0109, 6.4081], [-1.9620, 2.6031, 5.2064], [-0.9614, 3.0387, 4.6914], [-2.7415, 1.5390, 4.4824], [-3.3818, 1.8574, 3.2861], [-3.7790, 0.8512, 2.4232], [-3.4869, -0.4735, 2.7367], [-2.9347, -0.8006, 3.9685], [-2.5827, 0.2115, 4.8531], [-3.6707, -1.4682, 1.7297], [-4.3227, -2.5280, 1.9627], [-4.4358, -3.5925, 0.9442], [-5.2255, -4.6978, 1.1838], [-5.3319, -5.6761, 0.2010], [-4.6265, -5.5166, -0.9735], [-3.8520, -4.3751, -1.1342], [-3.7537, -3.4296, -0.2028], [-3.1809, 2.6180, 6.6823], [-3.5508, 2.8973, 3.0247], [-4.3095, 1.0668, 1.4960], [-2.7496, -1.8407, 4.2214], [-2.1366, -0.0410, 5.8115], [-4.8234, -2.6930, 2.9186], [-5.7539, -4.7922, 2.1257], [-5.9639, -6.5408, 0.3573], [-4.6704, -6.2590, -1.7602], [-3.2991, -4.2084, -2.0545], [3.9494, 2.7235, -3.2141], [4.7115, 1.5507, -2.5960], [3.8988, 0.2496, -2.5526], [2.4776, 0.4201, -1.9421], [1.8129, 1.6232, -2.6154], [2.6108, 2.9199, -2.4996], [2.7071, 0.0060, -0.1206], [2.2556, -1.7875, -0.1859], [2.2231, -2.5877, 1.1254], [3.6227, -2.9484, 1.6314], [4.3682, -3.7662, 0.5727], [4.4225, -3.0173, -0.7610], [3.0225, -2.6196, -1.2371], [4.2329, 0.6160, 0.7119], [4.1611, 2.1528, 0.9123], [4.9714, 2.4960, 2.1812], [6.2005, 1.5690, 2.3264], [6.6837, 1.1072, 0.9506], [5.6518, 0.1729, 0.2793], [3.7549, 2.5281, -4.2732], [4.5585, 3.6253, -3.1625], [5.0058, 1.8369, -1.5872], [5.6331, 1.3607, -3.1482], [4.4757, -0.5314, -2.0526], [3.7332, -0.1094, -3.5725], [1.8667, -0.4444, -2.1943], [0.7635, 1.7170, -2.3673], [1.8179, 1.3379, -3.6731], [2.7942, 3.1815, -1.4426], [2.0527, 3.7430, -2.9475], [1.2230, -1.6548, -0.5240], [1.7010, -3.5182, 0.8797], [1.6120, -2.1125, 1.8877], [3.5431, -3.5126, 2.5604], [4.2014, -2.0379, 1.8548], [3.8491, -4.7197, 0.4311], [5.3764, -4.0014, 0.9139], [4.8983, -3.6340, -1.5243], [5.0410, -2.1223, -0.6482], [2.4289, -3.5275, -1.3795], [3.0743, -2.1334, -2.2093], [4.1091, 0.1857, 1.6998], [3.1392, 2.5282, 1.0046], [4.6009, 2.6538, 0.0553], [4.3323, 2.4252, 3.0654], [5.2962, 3.5344, 2.1080], [5.9598, 0.6945, 2.9415], [6.9972, 2.0963, 2.8492], [7.6360, 0.5815, 1.0221], [6.8613, 1.9844, 0.3199], [5.8210, -0.8458, 0.6229], [5.8051, 0.1886, -0.7926]],
  "mulliken_charge": [0.8312, -0.2155, 0.5024, -0.3363, -0.1270, 0.0430, -0.4192, -0.0313, 0.6706, 0.2025, -0.4836, -0.9399, -0.7963, 0.0713, 0.4578, 0.4625, 0.4384, 0.4540, 1.1266, -0.7177, -0.4068, -0.9333, -1.2564, -0.5114, 0.9750, 0.0996, -0.4849, -0.0606, -1.7746, -0.1084, 1.1240, -0.1343, 0.5464, 0.4927, 0.5524, 0.6103, 0.7671, 0.2284, 0.6647, 0.4302, -0.4425, 0.4791, -0.5193, -0.1577, -0.7822, 0.2142, -0.7423, -0.6586, -0.5325, 0.4203, -0.7145, 0.6223, -0.8951, -0.3440, -0.9085, -0.0976, 0.0841, 0.4052, 0.5664, 0.6737, 0.5924, 0.5032, 0.5225, 0.4485, 0.4708, 0.4191, 0.4686, -1.6888, -0.0684, -1.5021, 1.1453, -2.0467, 0.0311, -0.9696, 0.1253, -1.5463, 0.0969, -1.4028, -0.0815, -1.4608, -0.0672, -0.8175, -0.8811, -0.6679, -0.9384, -0.9205, 0.4168, 0.5104, -0.2687, 0.5162, 0.4990, 0.6532, 1.1952, 0.2211, 0.7162, 0.0861, 0.4252, 0.8298, 0.6732, 0.2423, 0.4064, -0.0295, 0.3920, 0.5006, 0.4631, -0.0107, 0.6599, 0.4790, 1.0627, -0.1023, 0.7001, 0.2267, 0.5205, 0.2812, 0.5473, 0.5441, 0.3557, 0.6451, 0.1945]
}